Formula: C21H34AsAuO2P2S2
Source: the OMol25 dataset
Level of theory: ωB97M-V/def2-TZVPD

Last column: Mulliken spin population.
Atoms and positions in Å:
Au: 0.34 1.18 -1.85  0.3001
C: -2.45 2.85 3.92  -0.0032
C: -1.09 2.95 3.29  0.0346
O: -1.18 2.49 1.91  -0.0005
P: -0.50 3.14 0.63  0.4853
S: -0.37 3.40 -1.96  1.3004
S: 1.38 2.42 0.35  0.5257
O: -0.48 4.68 1.07  0.0137
C: 0.22 5.72 0.34  0.0089
C: 0.42 6.88 1.28  0.0028
H: -2.40 3.15 4.97  0.0011
H: -2.81 1.82 3.89  0.0007
H: -3.16 3.49 3.41  0.0007
H: -0.36 2.31 3.79  0.0066
H: -0.71 3.98 3.29  0.0029
H: -0.39 6.00 -0.52  0.0000
H: 1.17 5.32 -0.02  0.0003
H: -0.53 7.33 1.57  -0.0005
H: 1.03 7.64 0.80  0.0013
H: 0.94 6.55 2.18  0.0003
C: 3.64 -0.32 -1.69  0.0090
As: 1.77 -0.79 -1.70  0.0188
C: 1.70 -2.22 -2.98  0.0033
C: 1.52 -1.62 0.05  -0.0023
C: 2.25 -2.93 0.19  -0.0069
C: 3.55 -2.97 0.68  0.0007
C: 4.24 -4.17 0.77  -0.0001
C: 3.63 -5.35 0.37  -0.0003
C: 2.33 -5.32 -0.11  0.0002
C: 1.65 -4.12 -0.20  0.0003
H: 4.24 -1.20 -1.46  0.0018
H: 3.81 0.45 -0.94  0.0023
H: 3.91 0.08 -2.67  0.0040
H: 2.46 -2.95 -2.72  0.0008
H: 1.88 -1.81 -3.97  0.0009
H: 0.72 -2.71 -2.97  -0.0002
H: 0.45 -1.72 0.21  -0.0009
H: 1.90 -0.87 0.75  0.0004
H: 4.03 -2.05 1.01  0.0006
H: 5.25 -4.18 1.16  0.0000
H: 4.17 -6.29 0.44  0.0000
H: 1.85 -6.25 -0.42  0.0000
H: 0.63 -4.11 -0.57  0.0009
C: -2.34 -0.45 -3.37  0.0011
P: -1.95 0.26 -1.75  0.2094
C: -3.30 1.43 -1.45  0.0393
C: -2.16 -1.06 -0.54  -0.0002
C: -2.04 -2.40 -0.91  0.0210
C: -2.15 -3.39 0.05  -0.0102
C: -2.37 -3.06 1.38  0.0213
C: -2.48 -1.72 1.75  -0.0075
C: -2.38 -0.72 0.79  0.0270
H: -1.55 -1.12 -3.70  0.0007
H: -2.38 0.38 -4.09  -0.0025
H: -3.29 -0.97 -3.37  0.0043
H: -4.25 0.90 -1.43  0.0069
H: -3.31 2.17 -2.26  -0.0098
H: -3.16 1.96 -0.51  -0.0082
H: -1.88 -2.68 -1.94  0.0043
H: -2.08 -4.43 -0.24  -0.0001
H: -2.46 -3.83 2.13  0.0014
H: -2.65 -1.46 2.79  -0.0002
H: -2.44 0.31 1.10  -0.0122

## Properties
gap between HOMO and LUMO (spin up / spin down): 8.172 / 6.547 eV
total charge: +1
2S+1: 4
ΔE to the lowest compared entry with this formula, charge and spin: 0.00 kJ/mol
expectation value of S²: 3.768


Formula: C18H47MnN2O7S2
Source: the OMol25 dataset
Level of theory: ωB97M-V/def2-TZVPD

Last column: Mulliken spin population.
Atoms and positions in Å:
Mn: -13.91 -2.12 19.71  4.7926
O: -12.97 -3.10 18.32  0.1160
H: -12.56 -3.84 17.83  0.0256
C: -10.86 -3.27 13.85  0.0000
C: -9.73 -3.76 14.70  -0.0001
N: -10.15 -5.00 15.47  0.0004
C: -9.01 -5.80 15.85  0.0003
C: -9.12 -7.14 15.17  -0.0001
C: -11.00 -4.62 16.58  0.0076
C: -11.63 -5.90 17.18  -0.0034
H: -11.82 -3.23 14.36  0.0000
H: -11.13 -3.88 12.98  0.0000
H: -10.60 -2.28 13.46  0.0000
H: -8.85 -3.98 14.08  0.0000
H: -9.54 -3.00 15.45  0.0001
H: -8.89 -5.84 16.93  -0.0001
H: -8.03 -5.41 15.61  0.0001
H: -8.26 -7.76 15.42  0.0000
H: -9.14 -7.05 14.08  0.0000
H: -9.96 -7.76 15.51  0.0000
H: -10.45 -4.08 17.35  -0.0037
H: -11.72 -3.88 16.23  -0.0001
H: -12.42 -6.32 16.55  0.0011
H: -10.95 -6.69 17.49  0.0001
H: -12.13 -5.56 18.09  0.0048
C: -11.68 -1.00 23.48  0.0075
C: -12.69 -1.52 22.45  0.0489
N: -12.49 -1.14 21.02  -0.1118
C: -12.53 0.33 20.83  0.0045
C: -13.88 0.99 21.14  0.0617
C: -11.18 -1.63 20.58  0.0148
C: -10.79 -3.10 20.83  0.0308
H: -10.66 -1.19 23.17  -0.0004
H: -11.86 -1.42 24.47  0.0001
H: -11.80 0.07 23.59  -0.0004
H: -12.69 -2.60 22.58  0.0123
H: -13.70 -1.26 22.77  -0.0194
H: -11.84 0.78 21.54  0.0042
H: -12.20 0.56 19.82  -0.0155
H: -13.74 2.07 21.16  0.0007
H: -14.76 0.76 20.54  -0.0105
H: -14.27 0.58 22.07  -0.0047
H: -10.43 -0.90 20.90  0.0063
H: -11.02 -1.43 19.52  -0.0090
H: -9.77 -3.24 20.48  -0.0009
H: -11.38 -3.83 20.28  0.0006
H: -10.90 -3.24 21.91  0.0026
O: -15.08 0.98 16.37  0.0021
S: -14.95 -0.36 16.87  0.0095
O: -14.40 -0.62 18.19  0.0393
O: -16.39 -1.16 16.78  0.0024
C: -17.19 -0.79 15.73  0.0002
C: -18.29 -1.84 15.55  0.0001
C: -14.08 -1.40 15.70  0.0023
H: -16.51 -0.85 14.88  0.0002
H: -17.55 0.22 15.91  0.0001
H: -18.86 -1.71 14.63  0.0000
H: -18.97 -1.90 16.39  0.0000
H: -17.83 -2.82 15.43  0.0000
H: -14.49 -1.30 14.70  0.0004
H: -14.09 -2.43 16.04  0.0006
H: -13.08 -0.97 15.66  -0.0002
O: -13.64 -3.93 21.01  -0.0237
S: -13.68 -5.38 21.05  -0.0045
O: -12.42 -6.14 21.03  0.0038
O: -14.39 -5.82 22.47  0.0022
C: -15.66 -5.31 22.84  -0.0017
C: -15.53 -4.67 24.26  0.0003
C: -14.88 -6.02 19.72  0.0027
H: -16.27 -6.21 22.72  0.0003
H: -16.11 -4.65 22.10  0.0002
H: -16.55 -4.61 24.64  0.0000
H: -15.12 -3.65 24.25  -0.0005
H: -14.99 -5.27 24.99  -0.0001
H: -15.85 -5.64 20.06  0.0001
H: -14.81 -7.11 19.76  -0.0007
H: -14.55 -5.68 18.74  0.0012

## Properties
gap between HOMO and LUMO (spin up / spin down): 7.340 / 6.916 eV
total charge: +1
2S+1: 6
ΔE to the lowest compared entry with this formula, charge and spin: 26.95 kJ/mol
expectation value of S²: 8.754


Formula: C3H6NO2
Source: the OMol25 dataset
Level of theory: ωB97M-V/def2-TZVPD

Last column: Mulliken spin population.
Atoms and positions in Å:
O: -0.20 -1.53 1.64  0.0037
C: -0.28 -0.79 0.69  -0.0012
N: -0.20 0.57 0.86  0.0039
C: 0.29 1.56 -0.15  0.0094
O: 1.50 2.03 0.00  0.8385
C: -0.25 -1.39 -0.72  0.0000
H: 0.15 0.77 1.78  -0.0028
H: 0.04 1.07 -1.10  0.0575
H: -0.46 2.34 0.05  0.0897
H: 0.64 -1.03 -1.22  0.0002
H: -1.09 -1.17 -1.37  0.0007
H: -0.14 -2.43 -0.44  0.0005

## Properties
gap between HOMO and LUMO (spin up / spin down): 10.681 / 7.462 eV
2S+1: 2
ΔE to the lowest compared entry with this formula, charge and spin: 67.09 kJ/mol
expectation value of S²: 0.754


Formula: C3H5NO2
Source: the OMol25 dataset
Level of theory: ωB97M-V/def2-TZVPD

Last column: Mulliken charge in e.
Atoms and positions in Å:
O: 2.10 -1.14 0.13  -0.5690
C: 0.99 -0.70 0.03  0.2610
N: -0.23 -1.38 0.02  -0.2735
C: -1.06 -0.18 -0.17  -0.4509
C: 0.18 0.68 0.07  0.2498
O: 0.35 1.77 -0.77  -0.5338
H: -0.42 -2.01 0.78  0.2780
H: -1.89 -0.09 0.53  0.2654
H: -1.44 -0.08 -1.20  0.2167
H: 0.22 0.97 1.14  0.2284
H: 1.20 2.17 -0.55  0.3278

## Properties
gap between HOMO and LUMO: 10.200 eV
ΔE to the lowest compared entry with this formula, charge and spin: 148.16 kJ/mol


Formula: C6H14N2O2
Source: the OMol25 dataset
Level of theory: ωB97M-V/def2-TZVPD

Last column: Mulliken charge in e.
Atoms and positions in Å:
C: 1.77 -0.33 1.37  -1.1687
N: 0.51 -0.87 1.85  -0.1298
C: -0.39 -0.03 2.52  0.6210
C: -1.86 -0.19 2.17  -0.8447
O: 0.03 0.90 3.16  -0.5813
H: 2.20 -1.06 0.68  0.3347
H: 1.62 0.83 1.30  0.3474
H: 2.58 -0.38 2.11  0.3659
H: 0.20 -1.79 1.48  0.2728
H: -2.10 -0.27 1.07  0.0465
H: -2.30 -1.07 2.65  0.3537
H: -2.56 0.59 2.48  0.3405
C: -1.69 0.90 -1.52  -1.0946
N: -0.29 0.59 -1.36  -0.0849
C: 0.37 0.11 -2.45  0.7090
C: 1.83 -0.33 -2.18  -0.5526
O: -0.11 0.04 -3.59  -0.6618
H: -2.40 0.23 -0.98  0.2927
H: -1.93 1.96 -1.22  0.3223
H: -2.10 0.93 -2.51  0.3851
H: 0.12 0.41 -0.50  0.2631
H: 2.40 0.48 -2.55  0.2636
H: 2.05 -0.47 -1.15  -0.1366
H: 2.05 -1.19 -2.82  0.3365

## Properties
gap between HOMO and LUMO: 10.279 eV
ΔE to the lowest compared entry with this formula, charge and spin: 183.91 kJ/mol


Formula: C7H18CuO9
Source: the OMol25 dataset
Level of theory: ωB97M-V/def2-TZVPD

Last column: Mulliken charge in e.
Atoms and positions in Å:
Cu: 2.87 -20.43 18.90  0.2382
C: 5.29 -19.66 19.48  0.9337
O: 4.92 -19.97 18.26  -0.7840
O: 6.39 -19.10 19.72  -0.7769
O: 4.43 -19.96 20.43  -0.8913
C: 0.75 -21.08 21.37  0.0026
C: 0.52 -21.69 22.72  -0.5814
O: 0.16 -23.07 22.61  -0.5013
O: 1.87 -21.62 20.68  -0.3877
H: 0.92 -20.01 21.53  -0.0208
H: -0.12 -21.27 20.74  0.2662
H: -0.25 -21.12 23.26  0.3399
H: 1.40 -21.59 23.38  0.3729
H: -0.07 -23.36 23.50  0.2889
H: 2.59 -21.81 21.30  0.2666
C: 2.47 -16.09 19.91  -0.3385
C: 1.88 -17.24 20.70  -0.7644
O: 2.27 -18.48 20.12  -0.1989
O: 3.82 -16.00 20.30  -0.5189
H: 1.92 -15.15 20.11  0.3950
H: 2.38 -16.35 18.85  0.1628
H: 0.79 -17.20 20.65  0.4134
H: 2.28 -17.19 21.71  0.3220
H: 3.24 -18.65 20.30  0.3825
H: 4.29 -15.31 19.83  0.2798
C: 0.65 -18.85 16.87  -0.2010
C: -0.03 -18.94 15.53  -0.5145
O: 0.38 -17.91 14.62  -0.5120
O: 1.97 -19.43 16.87  -0.2929
H: 0.08 -19.25 17.70  0.2773
H: 0.79 -17.78 17.09  0.2101
H: -1.11 -18.81 15.66  0.3119
H: 0.14 -19.92 15.08  0.2829
H: 1.29 -17.67 14.80  0.3217
H: 2.41 -19.24 16.04  0.2161

## Properties
gap between HOMO and LUMO: 5.063 eV
total charge: -1
ΔE to the lowest compared entry with this formula, charge and spin: 76.27 kJ/mol


Question: ΔE to the lowest compared entry with this formula, charge and spin of number 3 (C3H6NO2)?
Answer: 67.09 kJ/mol